No. 1
12
Properties=species:S:1:pos:R:3:forces:R:3 method="wB97M-V/def2-TZVPD" total_energy_ev=-7772.4488 de_lowest_ev=1.0769
C 1.611463 0.150016 0.967573 0.033 0.159 -0.967
H 0.776775 0.705890 0.508316 0.359 -0.077 0.376
H -4.378685 2.727507 -2.078109 1.050 -0.040 0.230
O -0.550172 -1.458137 0.770200 -0.199 -0.875 -0.567
H 2.560244 0.614736 0.650622 -0.421 -0.152 0.201
H -3.250227 1.883563 -1.415549 -0.209 0.885 -0.496
N 1.586283 -1.204913 0.375318 2.836 0.932 0.099
H 1.528186 0.232990 2.064293 -0.053 -0.577 -0.472
C 0.480999 -1.905632 0.282766 -1.690 -0.159 0.860
H 0.601067 -2.908282 -0.194704 -0.251 0.486 0.097
O -3.412967 2.730485 -1.889354 -0.829 -0.857 0.276
H 2.447034 -1.568223 -0.041373 -0.627 0.275 0.363



No. 2
12
Properties=species:S:1:pos:R:3:forces:R:3 method="wB97M-V/def2-TZVPD" total_energy_ev=-7772.5931 de_lowest_ev=0.9327
H 0.646869 -1.605296 0.131676 -0.911 0.128 -0.716
C -0.515294 -0.360276 -1.229567 -0.699 1.516 -2.259
H -1.092086 -1.460427 0.398773 0.393 -0.762 -0.656
O 0.766220 1.605937 1.956606 4.012 -0.818 1.072
H 0.835626 0.984751 2.726498 -0.814 0.649 -0.775
H -0.054166 1.070612 0.191654 0.202 0.285 0.179
C -0.340122 -1.590424 -0.424022 0.801 -0.076 2.194
H -0.347681 1.666833 -1.475790 -0.259 -1.788 1.709
O -0.890457 -0.373974 -2.390072 0.029 -1.437 -0.867
H 1.806629 1.696979 1.849730 -3.153 0.170 -0.209
H -0.419929 -2.533298 -0.998820 -0.324 0.874 0.293
N -0.395604 0.898578 -0.736665 0.723 1.259 0.036



No. 3
12
Properties=species:S:1:pos:R:3:forces:R:3 method="wB97M-V/def2-TZVPD" total_energy_ev=-7773.1437 de_lowest_ev=0.3820
C 1.208509 1.319803 0.541995 0.573 -0.251 -0.347
H 0.061476 -0.862577 -0.632308 0.033 0.131 -0.138
C 0.115600 0.430459 1.045032 0.090 -0.084 -0.155
O -0.325391 0.504017 2.172275 -0.162 0.108 0.063
H 0.785202 2.046645 -0.144367 -0.081 0.205 0.012
H 1.946979 0.756353 -0.033869 -0.049 -0.057 -0.006
N -0.439206 -0.422463 0.120229 -0.492 0.262 0.713
H 1.721727 1.809552 1.358745 -0.107 0.117 0.147
O -0.399137 -1.245100 -2.861487 0.226 -0.006 0.110
H -1.240030 -0.881044 0.531536 0.182 -0.433 -0.324
H -1.181259 -0.736794 -2.628565 -0.109 -0.046 -0.065
H -0.706609 -2.091766 -3.197761 -0.104 0.054 -0.009



No. 4
13
Properties=species:S:1:pos:R:3:forces:R:3 method="wB97M-V/def2-TZVPD" total_energy_ev=-17062.0086 charge=-1 de_lowest_ev=2.2528
H 2.423416 -0.780724 -0.445562 1.110 1.123 -0.217
H 2.037323 -2.433974 -0.174272 -0.579 0.669 0.159
H -1.811827 2.163700 -0.615013 -0.633 -0.195 -0.612
H 1.490682 -1.228447 1.040986 1.195 0.018 0.691
H -2.271543 1.482725 1.061867 0.471 0.680 -0.641
C 1.651234 -1.375029 -0.026865 -0.585 -1.349 1.521
O -1.551076 -0.886828 1.382585 -0.559 -0.061 2.513
N 0.390095 -1.191928 -0.583328 -5.472 2.356 -1.294
O -2.113383 -0.941868 -1.101096 3.070 -0.444 0.303
H -1.328346 -1.614465 -1.347561 -1.720 1.330 0.055
C -1.523752 1.594101 0.245861 1.324 -1.862 0.768
H -0.583241 2.086590 0.571520 -0.579 -0.406 0.337
P -1.117302 -0.333675 0.108063 2.955 -1.859 -3.584



No. 5
13
Properties=species:S:1:pos:R:3:forces:R:3 method="wB97M-V/def2-TZVPD" total_energy_ev=-17051.8627 charge=+1 de_lowest_ev=3.3405
C -0.106720 -2.878172 1.301077 0.840 0.398 -2.241
O -0.534099 1.011541 -1.904373 0.174 0.059 0.911
O 0.316306 -1.737003 1.323837 -1.022 -1.014 0.105
H -1.837380 2.021198 -0.621658 -3.188 2.096 -0.131
H 2.800865 1.739724 -0.200063 0.579 1.026 -0.602
N 1.805813 1.770687 -0.085283 -0.453 -0.374 0.301
H -0.904809 0.784391 0.263035 -0.106 0.760 -1.689
H 1.602435 1.013074 0.513020 -0.782 -1.344 0.811
H -1.175558 0.899718 -2.634297 -0.063 0.451 0.779
P 0.650991 2.663032 -0.722986 -1.397 -0.341 -1.030
C -0.968943 1.526175 -0.617432 5.221 -2.503 0.715
H 0.265139 -3.688869 1.868482 0.669 -0.524 1.944
H -0.692825 -3.375401 0.481265 -0.472 1.309 0.128



No. 6
14
Properties=species:S:1:pos:R:3:forces:R:3 method="wB97M-V/def2-TZVPD" total_energy_ev=-29440.0056 de_lowest_ev=3.7223
S -1.756281 -0.388198 -0.462116 3.014 -0.051 0.126
C -2.460399 1.128489 0.150762 1.460 -0.826 1.144
H -2.470741 1.777263 -0.723271 -0.375 0.596 0.732
H -3.426001 0.738292 0.515538 0.214 1.100 0.122
H 1.572820 -0.631041 1.587725 -0.098 0.122 -1.803
O 0.730632 1.789034 1.009244 -0.602 -0.509 0.737
H 0.547363 -2.005992 -0.420402 -0.536 -0.505 0.459
N 1.669520 -0.506655 0.540579 -0.295 0.748 0.727
H -1.671882 1.355132 0.986922 -2.268 0.523 -1.307
S 0.747027 0.780109 -0.008321 -1.252 -0.516 -0.620
H 1.668718 -1.204378 -1.417652 0.718 -1.153 1.624
H 2.198036 -2.424533 -0.079599 1.634 -1.425 0.301
C 1.567634 -1.658665 -0.356054 -1.909 2.946 -2.368
O 1.083553 1.251149 -1.323358 0.295 -1.052 0.125



No. 7
14
Properties=species:S:1:pos:R:3:forces:R:3 method="wB97M-V/def2-TZVPD" total_energy_ev=-29441.2823 de_lowest_ev=2.4455
S -0.634788 0.669762 -0.033170 -0.242 -1.315 -0.117
O -0.668697 1.838715 0.789403 0.199 0.283 0.405
H 1.798082 1.197227 -1.159130 -0.213 -0.524 0.243
C 0.909163 -0.240645 0.317217 -0.938 -1.519 -0.249
H 0.804390 -1.311965 -0.024597 -0.417 1.191 0.049
N -1.855035 -0.382561 0.722808 2.039 0.946 -0.761
H 0.735002 -0.371430 1.443455 1.509 0.753 -1.290
H -2.620316 -2.283863 -0.374042 -0.501 1.143 0.356
C 2.119736 0.379196 -0.490981 0.068 -0.913 -0.922
H 2.823221 0.837845 0.150301 0.779 0.370 0.893
H 2.736769 -0.360740 -1.172541 -1.659 1.104 1.569
H -2.183879 0.239257 1.427389 -0.429 0.248 0.957
S -3.136513 -1.001180 -0.152647 -0.016 -1.489 -1.018
O -0.827132 0.790387 -1.443460 -0.180 -0.279 -0.114



No. 8
14
Properties=species:S:1:pos:R:3:forces:R:3 method="wB97M-V/def2-TZVPD" total_energy_ev=-29439.8671 de_lowest_ev=3.8607
S 1.339069 0.673216 0.532392 -2.317 2.702 0.175
H -1.138833 -0.147790 -1.323799 -0.337 -0.929 1.406
H 1.489966 -1.963785 -0.056803 -0.044 0.498 0.420
H -0.268446 -0.833223 1.723015 0.311 -0.866 -1.739
H -3.489232 0.049492 0.781014 1.282 0.955 -0.119
S -2.317341 0.806517 0.597137 -1.169 -0.435 0.244
O 2.409340 -0.258549 0.433279 3.106 -2.402 -0.350
H 1.238792 2.800218 -0.482740 0.014 -0.109 -0.473
H 2.057587 1.722038 -1.618787 -0.586 0.352 0.900
N 1.816670 1.981013 -0.642706 -0.739 -2.270 0.600
H -2.119137 -1.269876 -0.203860 -0.787 -1.626 -0.818
C -0.129878 -0.959783 0.581555 0.523 1.269 -2.563
C -1.410598 -0.508498 -0.278977 2.402 0.952 0.871
O 0.522041 -2.090992 -0.040722 -1.658 1.909 1.447



No. 9
13
Properties=species:S:1:pos:R:3:forces:R:3 method="wB97M-V/def2-TZVPD" total_energy_ev=-15647.1471 de_lowest_ev=4.7350
H -0.268148 -1.048270 -1.644964 0.867 0.881 -1.548
C 0.158073 1.475287 0.118337 2.682 -1.925 -0.973
H -0.969721 -2.122669 -0.713406 -1.747 -2.097 0.433
Si -0.600046 -0.162266 0.597530 0.912 -0.076 0.130
N -2.361092 0.183478 0.082120 -1.693 4.628 -1.030
H 1.330418 1.513405 0.148718 -2.258 0.296 0.664
H -0.584565 -0.568498 2.139130 -0.221 0.361 -1.818
O -2.783394 1.290728 -0.471225 2.032 -3.293 1.316
H 0.713106 -1.972722 -0.429421 2.285 -1.259 -0.007
H 0.034416 1.339930 -0.957918 -0.291 0.290 -0.297
H -0.417442 2.320958 0.378024 -0.113 1.079 0.624
C -0.150571 -1.500920 -0.708959 -1.586 2.759 2.141
O -3.149365 -0.610432 0.495746 -0.869 -1.644 0.366



No. 10
13
Properties=species:S:1:pos:R:3:forces:R:3 method="wB97M-V/def2-TZVPD" total_energy_ev=-9820.2437 de_lowest_ev=0.7169
H 0.379653 0.382603 -2.495518 0.256 0.047 0.108
H 0.371279 -0.026442 1.833671 -0.231 -0.380 -0.316
O 0.923077 1.377506 -0.827002 0.460 1.298 -0.617
O 0.519852 0.923855 1.910734 0.411 0.316 0.478
N -0.860046 -0.197778 -0.942753 1.499 0.583 -1.036
H 1.125091 -0.632655 -1.209999 0.259 -0.049 -0.097
O -0.257150 -1.485047 0.856891 0.211 -0.177 -0.599
H 0.683798 1.478826 0.104955 0.023 -0.684 0.305
C 0.487553 0.224586 -1.420100 -1.233 -0.846 0.939
H -1.604363 0.280862 -1.415578 -0.547 -0.465 0.151
C -1.060719 -1.104199 0.019677 -0.989 0.122 0.791
H -2.107588 -1.452769 0.051700 0.043 -0.013 0.020
H 1.318349 0.970592 2.453416 -0.161 0.248 -0.128



No. 11
13
Properties=species:S:1:pos:R:3:forces:R:3 method="wB97M-V/def2-TZVPD" total_energy_ev=-9819.4626 de_lowest_ev=1.4981
H 5.392963 -2.638401 0.533533 0.148 0.766 0.445
H -1.819068 -0.877498 0.664175 0.613 -0.386 -0.560
C -1.480206 0.147625 0.621288 -0.530 1.082 1.801
C -1.172556 1.954818 -1.044847 -0.118 0.189 0.016
O 4.682992 -3.212703 0.262767 0.600 -0.864 -0.588
H -0.644518 0.333871 1.302995 0.332 -0.314 -0.494
O -0.642934 2.822854 -0.396796 -0.349 0.004 0.286
N -1.256355 0.634581 -0.703314 -0.028 -0.527 -0.630
H 5.219506 -3.885512 -0.199021 -0.752 0.098 0.141
H -2.547187 1.739802 1.151266 0.220 0.078 0.122
O -2.593391 0.787526 1.282024 -0.164 -0.053 -0.620
H -1.744986 2.155535 -1.970976 0.572 0.128 -0.240
H -1.394260 0.037504 -1.503094 -0.546 -0.202 0.321



No. 12
13
Properties=species:S:1:pos:R:3:forces:R:3 method="wB97M-V/def2-TZVPD" total_energy_ev=-9809.3028 charge=+1 de_lowest_ev=2.1143 multiplicity=2
N 0.532119 2.398331 1.050766 -2.186 -1.095 -3.666
H 0.927589 0.303819 1.065648 -0.556 0.923 -0.998
O 0.108327 -3.442114 -1.244074 0.617 0.372 -0.593
C 0.277691 1.050395 0.508598 0.213 -2.452 1.043
C -0.625574 -2.958581 -0.451936 -1.192 -1.373 0.653
O -0.716088 -1.634096 -0.152558 0.176 0.498 -0.902
O 0.472292 0.870681 -0.933491 1.370 -0.452 3.191
H -1.360345 -3.639936 0.094740 0.679 1.369 -0.083
H 0.213776 1.638729 -1.387616 -0.850 1.727 -1.447
H -0.290971 -1.122982 -0.897096 -0.283 -0.935 0.838
H -0.238552 2.989870 0.670012 0.628 0.470 1.356
H -0.751308 0.797480 0.732656 -0.194 0.150 0.118
H 1.451044 2.748403 0.944351 1.578 0.799 0.490



No. 13
14
Properties=species:S:1:pos:R:3:forces:R:3 method="wB97M-V/def2-TZVPD" total_energy_ev=-19109.9955 charge=-1 de_lowest_ev=2.7230
C 1.793824 -0.331330 1.300972 -0.081 -1.343 -4.899
C 2.441515 -1.415847 -0.490708 1.501 3.284 2.818
H 3.524230 -1.770874 -0.539394 -1.091 0.987 0.250
O 2.294700 2.033120 0.047781 0.916 0.063 0.254
H 1.832390 -2.246583 -0.474417 -1.891 -1.535 -0.250
H -3.000748 1.737718 0.418292 -1.705 -2.411 3.187
H -1.648793 1.936014 -0.444864 -1.645 0.354 -0.412
O 0.065855 1.044118 -0.492882 -1.835 -0.482 0.118
N -2.652816 2.252628 -0.279024 1.932 2.352 -3.515
P 1.447481 0.826379 -0.049037 1.174 0.095 -0.845
H 2.518690 0.066840 1.893166 2.146 0.664 1.819
H -3.340250 2.283626 -1.061270 1.459 -0.328 0.743
H 0.915951 -0.643712 1.763924 -1.275 -1.051 0.974
O 2.097337 -0.292531 -1.197501 0.395 -0.648 -0.243



No. 14
12
Properties=species:S:1:pos:R:3:forces:R:3 method="wB97M-V/def2-TZVPD" total_energy_ev=-16557.5484 de_lowest_ev=3.2236
C -0.527024 0.325155 0.768966 -0.163 1.658 -0.861
H 1.672210 0.578589 -2.582294 2.732 -0.114 2.897
H -0.664220 -1.506768 -0.073600 0.164 -0.039 -0.139
H -2.225486 1.101328 1.977640 0.088 -0.016 -0.408
H 2.993423 -0.587127 -2.500287 0.895 -0.496 0.415
H 0.065781 0.781791 1.571259 0.303 -0.155 -0.089
H 0.753398 -0.705279 -0.558787 -0.227 0.293 0.109
N 0.045770 -0.823015 0.148823 -0.615 -0.917 0.858
S 3.062591 0.225275 -1.423853 -3.569 0.665 -3.398
H -0.682010 1.138692 0.020591 0.192 0.118 0.357
O -2.588412 -0.758009 1.291114 -0.302 0.027 -0.180
C -1.906022 0.229367 1.360427 0.502 -1.024 0.439



No. 15
13
Properties=species:S:1:pos:R:3:forces:R:3 method="wB97M-V/def2-TZVPD" total_energy_ev=-27393.0579 de_lowest_ev=2.9315
H -0.610483 -2.101270 -3.619439 -1.440 -0.304 1.723
C -1.486441 -2.065826 -2.838425 1.763 1.143 -2.828
O -0.317512 0.413423 1.384104 -1.445 0.570 0.533
H 0.895537 -0.632079 -0.366204 -0.343 -0.713 0.022
C 1.744953 -0.154175 0.081664 0.768 -1.467 2.521
H -1.606264 -2.933200 -2.228771 -0.278 -0.341 0.601
H 1.680375 -0.803953 3.539989 -0.202 -0.163 -0.017
H 0.804903 -1.677249 2.470334 -2.540 -2.216 -0.321
S -2.401741 -0.749774 -2.940712 -0.038 -0.497 0.511
N 1.506621 -1.042595 2.570525 2.552 3.622 -0.071
S 1.104509 0.439704 1.706298 0.953 -2.032 -0.672
H 1.934411 0.674972 -0.506422 0.947 1.686 -1.119
H 2.606831 -0.820206 0.346881 -0.697 0.711 -0.885



No. 16
11
Properties=species:S:1:pos:R:3:forces:R:3 method="wB97M-V/def2-TZVPD" total_energy_ev=-14512.0255 de_lowest_ev=0.6353
H -1.944281 -1.371513 -0.181943 -1.468 -1.062 -0.146
H -0.873152 0.093491 -1.157548 0.071 -0.053 0.256
S 1.070236 2.068253 -0.123493 1.014 -0.575 -0.043
C -0.708288 0.001224 -0.064552 0.744 0.617 -0.819
N -1.175925 -1.281944 0.430516 -2.179 3.199 0.639
H -0.675439 -2.088194 0.364259 2.460 -2.157 -0.485
H 1.114389 -0.052473 1.186868 -0.694 0.761 -1.412
H -1.317220 0.828018 0.346604 0.166 -0.512 0.285
H 1.382897 -0.238285 -0.570309 -0.269 -0.046 0.057
H 2.370345 1.740596 -0.377368 -0.478 0.798 0.043
C 0.756433 0.300824 0.146961 0.633 -0.970 1.624



No. 17
11
Properties=species:S:1:pos:R:3:forces:R:3 method="wB97M-V/def2-TZVPD" total_energy_ev=-14511.8424 de_lowest_ev=0.8185
H -0.053451 0.741805 1.510953 -0.627 0.869 0.917
H 1.594993 0.396712 0.404726 -0.045 0.204 -0.148
C 0.079906 -0.130487 -0.867345 0.275 0.498 0.018
S -0.480088 1.675310 2.520105 0.276 -0.360 -0.190
H -0.130915 0.877933 -1.196898 -0.094 0.063 -0.115
C -0.294661 -1.183194 -1.573073 0.236 -0.010 0.216
H -0.822981 -1.052916 -2.500843 -0.139 -0.067 -0.062
N 0.741810 -0.147502 0.383572 0.360 -1.021 -0.470
H -0.024910 -2.177641 -1.245253 -0.132 -0.149 -0.069
H 0.977087 -1.095713 0.662062 -0.074 0.054 0.059
H -1.586790 2.095694 1.901995 -0.035 -0.082 -0.156



No. 18
11
Properties=species:S:1:pos:R:3:forces:R:3 method="wB97M-V/def2-TZVPD" total_energy_ev=-14510.2232 de_lowest_ev=2.4376
H 1.917819 -0.260310 -0.156037 -0.757 -0.075 -0.054
H -0.754675 1.293609 0.247566 -0.367 0.773 0.682
S 0.445024 0.707635 -1.784820 -3.393 0.685 0.088
H -1.154434 -0.949329 0.029693 0.906 0.635 0.338
C 0.892469 -0.486790 -0.519477 -0.896 -1.322 -0.342
H 0.825920 -1.500162 -0.984787 0.675 0.694 0.301
H -0.038483 -1.198018 1.367055 0.360 0.080 -0.515
H 0.175778 1.304452 1.560089 -0.412 -0.974 -0.314
H -1.468225 0.820625 -1.399511 3.890 -0.380 -0.978
C -0.234723 -0.513525 0.521182 -0.347 -0.371 1.668
N -0.606471 0.781812 1.119049 0.341 0.256 -0.875



No. 19
10
Properties=species:S:1:pos:R:3:forces:R:3 method="wB97M-V/def2-TZVPD" total_energy_ev=-4233.7609 charge=-1 de_lowest_ev=0.5380
O -0.081621 -2.225805 -0.894792 1.570 -0.516 0.084
H -0.995056 -0.561232 -0.396984 1.039 1.537 -0.042
H 0.647272 0.962071 1.644709 0.234 -0.341 -2.637
H -1.624714 0.566848 0.729904 0.945 0.744 -0.479
H 0.895150 -2.424018 -0.815057 -1.563 0.255 -0.137
H 1.208970 -0.204148 0.338485 0.143 -1.021 -0.012
C 0.646958 0.687804 0.474882 -1.125 1.820 1.316
H 1.179325 1.455767 -0.149427 -0.375 -0.295 0.956
C -0.817782 0.538257 -0.062696 -0.759 -2.626 1.257
H -1.058502 1.204457 -0.869024 -0.110 0.443 -0.306



No. 20
10
Properties=species:S:1:pos:R:3:forces:R:3 method="wB97M-V/def2-TZVPD" total_energy_ev=-4233.5996 charge=-1 de_lowest_ev=0.6993
H 0.998667 -0.337860 -1.348482 0.710 1.027 1.666
H 0.442989 0.500118 1.616010 0.159 0.207 0.039
C 1.397500 -0.035899 -0.285400 -4.374 -1.195 -1.389
H -0.201664 1.476647 0.349721 -0.183 2.211 -0.824
H 1.518951 -1.053158 0.123522 1.158 0.685 0.163
O -2.693267 -0.398014 -0.518825 -0.953 -2.253 -0.087
C 0.171871 0.535030 0.554450 3.208 -1.185 0.715
H -3.129217 -1.323306 -0.577184 1.013 2.223 0.127
H -0.664491 -0.055136 0.467360 -2.087 -1.798 -0.566
H 2.158665 0.691582 -0.381171 1.349 0.078 0.155